Entry 1
Entry from the OMol25 dataset: C18H18N2O5 in the gas phase (wB97M-V/def2-TZVPD).

Last column: natural (NBO) charge in e.
Cartesian coordinates (Å):
C  -0.14  -0.68  -3.29  -0.395
N  1.02  -0.89  -2.39  -0.521
C  2.08  -1.91  -2.69  -0.395
C  1.30  0.03  -1.37  0.494
N  1.91  1.09  -1.88  -0.539
C  2.39  2.01  -0.99  0.145
C  3.09  3.15  -1.39  -0.211
C  3.69  4.13  -0.55  -0.194
C  3.45  3.99  0.80  -0.215
C  2.80  2.85  1.29  -0.141
C  2.19  1.93  0.37  -0.143
C  1.37  0.89  0.92  0.485
O  1.45  0.77  2.14  -0.611
C  0.96  -0.06  -0.02  -0.286
C  0.26  -1.26  0.52  0.052
C  -1.13  -1.46  0.74  -0.298
C  -2.19  -0.61  0.22  0.754
O  -1.89  -0.15  -0.92  -0.579
O  -3.34  -0.53  0.84  -0.461
C  -3.49  -1.41  1.94  0.530
C  -3.14  -0.57  3.22  -0.663
C  -4.91  -1.90  1.99  -0.630
O  -2.65  -2.58  1.99  -0.483
C  -1.65  -2.70  1.18  0.759
O  -1.14  -3.73  0.61  -0.572
H  -0.03  -1.21  -4.29  0.192
H  -0.33  0.30  -3.54  0.196
H  -0.99  -1.22  -2.79  0.222
H  2.98  -1.57  -2.16  0.191
H  2.23  -2.00  -3.73  0.203
H  1.86  -2.79  -2.13  0.203
H  2.38  0.92  -2.82  0.430
H  2.94  3.33  -2.43  0.198
H  4.13  5.03  -0.87  0.216
H  3.60  4.79  1.45  0.206
H  2.90  2.80  2.35  0.242
H  1.02  -2.01  0.92  0.232
H  -3.96  0.18  3.41  0.221
H  -2.25  0.12  3.12  0.241
H  -2.93  -1.08  4.11  0.231
H  -5.64  -1.10  2.19  0.228
H  -5.18  -2.35  1.07  0.231
H  -5.00  -2.52  2.84  0.233

The orbital gap comes out at 8.213 eV. For the LUMO energy, the calculation gives -0.1463 eV. As for the molar mass: 342.351 g/mol. As for the structure (SMILES): CN(C)c1[nH]c2ccccc2c(=O)c1C=C1C(=O)OC(C)(C)OC1=O.

Entry 2
Entry from the OMol25 dataset: C18H18N2O5 in the gas phase (wB97M-V/def2-TZVPD).

Last column: natural (NBO) charge in e.
Cartesian coordinates (Å):
C  -3.18  1.21  1.60  -0.405
N  -2.69  -0.05  1.14  -0.519
C  -3.57  -0.77  0.24  -0.403
C  -1.37  -0.38  1.43  0.454
N  -1.16  -0.90  2.69  -0.544
C  0.05  -1.18  3.23  0.171
C  0.13  -1.77  4.53  -0.247
C  1.39  -2.16  5.03  -0.153
C  2.53  -2.08  4.23  -0.262
C  2.45  -1.45  3.01  -0.110
C  1.13  -0.94  2.46  -0.165
C  0.97  -0.53  1.03  0.509
O  1.96  -0.38  0.34  -0.575
C  -0.38  -0.17  0.55  -0.200
C  -0.75  0.35  -0.81  -0.031
C  -0.25  0.03  -2.13  -0.270
C  0.95  -0.62  -2.48  0.744
O  1.02  -1.80  -2.09  -0.547
O  1.84  -0.09  -3.39  -0.491
C  1.45  1.28  -3.81  0.533
C  2.07  2.28  -2.73  -0.676
C  2.18  1.57  -5.20  -0.622
O  0.05  1.39  -4.08  -0.473
C  -0.76  0.80  -3.25  0.748
O  -1.98  1.04  -3.16  -0.588
H  -4.05  1.04  2.28  0.184
H  -3.50  1.99  0.82  0.197
H  -2.42  1.70  2.24  0.213
H  -3.12  -1.20  -0.62  0.220
H  -4.42  -0.19  -0.13  0.220
H  -4.01  -1.58  0.90  0.179
H  -2.02  -1.24  3.13  0.416
H  -0.73  -2.00  5.08  0.210
H  1.43  -2.59  5.98  0.211
H  3.44  -2.57  4.52  0.223
H  3.23  -1.59  2.26  0.236
H  -1.68  0.92  -0.77  0.237
H  1.23  2.90  -2.30  0.226
H  2.77  3.02  -3.14  0.226
H  2.66  1.80  -1.96  0.251
H  3.23  1.48  -5.10  0.222
H  1.98  0.86  -5.95  0.224
H  1.89  2.57  -5.58  0.225

The orbital gap comes out at 7.961 eV. For the LUMO energy, the calculation gives -0.4339 eV. As for the molar mass: 342.351 g/mol. As for the structure (SMILES): CN(C)c1[nH]c2ccccc2c(=O)c1C=C1C(=O)OC(C)(C)OC1=O.

Tell me which of them is the most stable. Sure, it is entry 2.

Entry 1
Entry from the OMol25 dataset: C4H7P in the gas phase (wB97M-V/def2-TZVPD).

Last column: natural (NBO) charge in e.
Cartesian coordinates (Å):
C  -2.72  -0.68  0.27  -0.511
P  -1.29  0.84  -0.62  0.514
C  0.19  -0.14  -0.28  -0.628
C  1.62  0.29  -0.79  -0.416
C  1.25  0.57  0.62  -0.401
H  -3.73  -0.19  0.41  0.179
H  -2.31  -1.41  0.82  0.139
H  0.17  -1.23  -0.43  0.247
H  1.98  0.93  -1.55  0.224
H  2.24  -0.59  -0.93  0.210
H  1.63  -0.01  1.42  0.217
H  0.95  1.62  1.05  0.227

The orbital gap (alpha / beta) comes out at 8.017 / 8.207 eV. For the LUMO energy (alpha / beta), the calculation gives 0.1198 / -0.4989 eV. As for the molar mass: 86.074 g/mol. As for the structure (SMILES): C=PC1CC1.

Entry 2
Entry from the OMol25 dataset: C4H7P in the gas phase (wB97M-V/def2-TZVPD).

Last column: natural (NBO) charge in e.
Cartesian coordinates (Å):
C  -1.52  -0.83  -2.01  -0.201
C  -0.56  -0.16  -1.14  -0.409
P  -0.57  0.93  0.30  0.779
C  1.35  1.08  0.15  -0.887
C  -0.46  -0.65  1.34  -0.900
H  -1.75  -1.07  -3.06  0.234
H  1.77  1.90  0.75  0.234
H  1.53  1.59  -0.84  0.227
H  1.75  0.14  0.09  0.221
H  -1.41  -1.01  1.44  0.219
H  -0.07  -0.55  2.38  0.234
H  -0.06  -1.36  0.59  0.248

The orbital gap comes out at 8.930 eV. For the LUMO energy, the calculation gives 0.0301 eV. As for the molar mass: 86.074 g/mol. As for the structure (SMILES): C#CP(C)C.

Tell me which of them is the most stable. Sure, it is entry 2.

Entry 1
Entry from the OMol25 dataset: 8 unconnected molecules or ions with the total composition C8H32N6O8 (wB97M-V/def2-TZVPD).

Last column: natural (NBO) charge in e.
Cartesian coordinates (Å):
N  3.63  0.80  1.42  -0.837
C  2.80  0.38  2.37  0.775
N  1.74  1.23  2.55  -0.869
O  2.97  -0.59  3.13  -0.715
H  4.30  0.21  0.91  0.405
H  3.32  1.66  0.94  0.420
H  1.40  1.73  1.71  0.397
H  1.09  0.94  3.29  0.415
N  0.29  1.65  -0.81  -0.914
C  0.93  2.84  -0.54  0.789
N  0.14  3.92  -0.86  -0.836
O  2.02  2.89  -0.07  -0.681
H  0.86  0.82  -0.51  0.428
H  -0.61  1.53  -1.27  0.437
H  -0.84  3.83  -0.93  0.389
H  0.38  4.74  -0.32  0.390
N  -3.83  1.48  -0.72  -0.853
C  -3.09  0.80  -1.68  0.781
N  -3.19  -0.55  -1.68  -0.854
O  -2.31  1.42  -2.41  -0.707
H  -3.84  2.47  -0.95  0.394
H  -4.72  1.07  -0.44  0.404
H  -3.68  -1.05  -0.90  0.422
H  -2.37  -0.95  -2.10  0.417
C  3.37  0.48  -2.73  -0.254
O  2.01  0.55  -3.18  -0.770
H  3.45  -0.24  -1.94  0.172
H  4.06  0.17  -3.45  0.181
H  3.74  1.46  -2.46  0.179
H  1.50  1.11  -2.57  0.491
C  0.28  -1.19  5.18  -0.249
O  0.09  -0.87  3.80  -0.767
H  0.62  -0.31  5.70  0.161
H  -0.63  -1.50  5.72  0.169
H  1.01  -1.96  5.38  0.177
H  0.94  -0.99  3.33  0.503
C  -0.73  -2.21  -3.77  -0.249
O  -0.17  -1.28  -2.86  -0.774
H  -1.83  -2.09  -4.00  0.161
H  -0.25  -2.15  -4.70  0.178
H  -0.58  -3.17  -3.30  0.176
H  0.35  -0.62  -3.36  0.509
C  -3.22  -0.65  1.74  -0.267
O  -4.50  -0.81  1.09  -0.760
H  -2.52  -0.18  1.06  0.200
H  -3.33  0.07  2.55  0.174
H  -2.85  -1.60  2.23  0.183
H  -5.02  -1.39  1.67  0.478
C  1.04  -2.59  0.02  -0.248
O  1.46  -1.25  -0.36  -0.762
H  -0.04  -2.84  0.04  0.167
H  1.57  -3.31  -0.63  0.165
H  1.45  -2.68  0.99  0.193
H  1.32  -1.20  -1.33  0.488

The orbital gap comes out at 9.776 eV. For the LUMO energy, the calculation gives 0.4121 eV. As for the molar mass: 340.378 g/mol. As for the structure (SMILES): NC(N)=O.NC(N)=O.NC(N)=O.CO.CO.CO.CO.CO.

Entry 2
Entry from the OMol25 dataset: 8 unconnected molecules or ions with the total composition C8H32N6O8 (wB97M-V/def2-TZVPD).

Last column: natural (NBO) charge in e.
Cartesian coordinates (Å):
N  -1.93  -2.03  -0.87  -0.852
C  -1.39  -2.90  0.00  0.792
N  -0.42  -3.73  -0.58  -0.855
O  -1.65  -2.91  1.19  -0.693
H  -2.27  -1.18  -0.36  0.410
H  -1.38  -1.82  -1.71  0.404
H  -0.13  -4.49  -0.03  0.398
H  -0.39  -3.80  -1.58  0.387
N  0.28  -1.21  3.07  -0.880
C  -0.50  -1.06  4.19  0.774
N  -1.68  -1.69  4.05  -0.859
O  -0.21  -0.42  5.13  -0.655
H  0.30  -1.99  2.48  0.392
H  1.25  -0.89  3.19  0.415
H  -1.76  -2.22  3.19  0.407
H  -2.19  -2.07  4.85  0.393
N  1.09  3.84  -0.37  -0.848
C  2.35  3.35  -0.55  0.794
N  3.23  4.31  -0.96  -0.820
O  2.74  2.20  -0.32  -0.680
H  0.64  4.09  -1.24  0.395
H  0.53  3.16  0.10  0.396
H  4.10  3.96  -1.32  0.399
H  2.97  5.25  -1.25  0.402
C  -1.56  -2.14  -4.18  -0.265
O  -0.47  -1.44  -3.62  -0.739
H  -1.69  -1.71  -5.20  0.176
H  -1.30  -3.20  -4.22  0.177
H  -2.47  -2.09  -3.60  0.173
H  -0.77  -0.53  -3.63  0.485
C  -3.49  1.10  -3.21  -0.245
O  -2.20  1.51  -3.04  -0.761
H  -3.84  0.84  -4.23  0.183
H  -3.66  0.20  -2.55  0.149
H  -4.06  1.90  -2.74  0.163
H  -2.00  1.51  -2.09  0.504
C  1.75  -0.60  -1.17  -0.247
O  1.55  -0.04  0.12  -0.783
H  1.78  -1.64  -1.05  0.186
H  0.96  -0.31  -1.83  0.147
H  2.61  -0.21  -1.63  0.178
H  1.99  0.82  0.21  0.507
C  -1.20  1.17  0.87  -0.270
O  -0.97  0.96  -0.53  -0.801
H  -0.17  1.20  1.36  0.194
H  -1.80  2.01  1.06  0.176
H  -1.68  0.31  1.32  0.183
H  -0.15  0.48  -0.51  0.506
C  3.03  1.01  4.11  -0.246
O  3.15  -0.35  3.72  -0.739
H  3.55  1.53  3.33  0.161
H  1.99  1.25  4.07  0.197
H  3.48  1.21  5.13  0.166
H  4.07  -0.51  3.44  0.469

The orbital gap comes out at 9.332 eV. For the LUMO energy, the calculation gives 0.4263 eV. As for the molar mass: 340.378 g/mol. As for the structure (SMILES): NC(N)=O.NC(N)=O.NC(N)=O.CO.CO.CO.CO.CO.

Tell me which of them is the most stable. Sure, it is entry 1.

Entry 1
Entry from the OMol25 dataset: C5H10OS2 in the gas phase (wB97M-V/def2-TZVPD).

Last column: natural (NBO) charge in e.
Cartesian coordinates (Å):
C  1.72  0.20  -3.44  -0.630
C  1.21  0.71  -2.07  -0.520
S  1.19  -0.84  -1.07  0.074
S  0.92  -0.53  0.89  0.081
C  -0.83  0.02  1.15  -0.544
C  -1.53  -0.72  2.26  -0.545
C  -1.46  -0.01  3.59  0.435
O  -1.28  -0.63  4.61  -0.508
H  1.26  0.80  -4.22  0.217
H  1.47  -0.86  -3.63  0.219
H  2.80  0.18  -3.58  0.220
H  1.90  1.42  -1.61  0.224
H  0.21  1.09  -2.23  0.211
H  -0.87  1.11  1.12  0.223
H  -1.31  -0.29  0.21  0.233
H  -1.18  -1.75  2.35  0.250
H  -2.58  -0.97  2.04  0.248
H  -1.65  1.08  3.62  0.112

The orbital gap comes out at 9.464 eV. For the LUMO energy, the calculation gives 0.7929 eV. As for the molar mass: 150.268 g/mol. As for the structure (SMILES): CCSSCCC=O.

Entry 2
Entry from the OMol25 dataset: C5H10OS2 in the gas phase (wB97M-V/def2-TZVPD).

Last column: natural (NBO) charge in e.
Cartesian coordinates (Å):
C  -1.61  -0.86  1.64  -0.636
C  -0.36  -0.26  0.91  0.251
C  0.77  -1.10  1.42  -0.609
C  -0.19  1.17  1.28  -0.633
O  -0.51  -0.39  -0.50  -0.532
C  -1.71  0.11  -1.15  0.083
S  -3.09  0.84  -0.30  -0.098
S  -1.57  0.48  -2.94  0.089
H  -2.02  -0.18  2.47  0.222
H  -1.26  -1.78  2.05  0.199
H  -2.43  -1.21  0.94  0.234
H  0.64  -2.12  0.88  0.219
H  0.89  -1.13  2.53  0.232
H  1.60  -0.73  1.02  0.200
H  0.76  1.51  0.93  0.205
H  -0.20  1.22  2.36  0.216
H  -0.97  1.75  0.89  0.230
H  -0.39  1.00  -2.85  0.128

The orbital gap comes out at 7.890 eV. For the LUMO energy, the calculation gives -0.6448 eV. As for the molar mass: 150.268 g/mol. As for the structure (SMILES): CC(C)(C)OC(=S)S.

Tell me which of them is the most stable. Sure, it is entry 1.